1.
{"formula": "C4H7N3", "method": "the ωB97M-V functional and the def2-TZVPD basis", "elements": ["C", "C", "C", "N", "C", "N", "N", "H", "H", "H", "H", "H", "H", "H"], "xyz": [[-2.604, -0.199, -0.265], [-1.292, -0.405, -0.266], [-0.233, 0.641, -0.044], [0.860, -0.221, 0.360], [2.249, 0.176, 0.328], [0.577, -1.503, 0.009], [-0.616, -1.662, -0.352], [-2.955, 0.797, -0.004], [-3.333, -0.968, -0.500], [0.004, 1.182, -0.977], [-0.515, 1.359, 0.728], [2.854, -0.715, 0.501], [2.457, 0.903, 1.120], [2.546, 0.615, -0.638]], "nbo_charge": [-0.40, 0.09, -0.30, -0.26, -0.41, 0.05, -0.24, 0.20, 0.22, 0.20, 0.22, 0.23, 0.20, 0.19], "gap_ha": 0.3371, "homo_ev": -8.552, "smiles": "C=C1CN(C)N=N1", "spin_multiplicity": 1, "e_lumo_ev": 0.62}

***

2.
{"formula": "C31H38Cl3FeN2O2Si2", "method": "the ωB97M-V functional and the def2-TZVPD basis", "elements": ["Fe", "O", "C", "C", "C", "C", "C", "C", "N", "H", "H", "H", "H", "H", "H", "H", "C", "Si", "C", "C", "C", "C", "C", "C", "C", "Si", "C", "C", "H", "H", "H", "H", "H", "H", "H", "H", "H", "H", "H", "H", "H", "H", "H", "H", "Cl", "C", "C", "C", "Cl", "C", "O", "C", "Cl", "C", "H", "H", "C", "N", "C", "C", "C", "C", "C", "C", "C", "C", "H", "H", "H", "H", "H", "H", "H", "H", "H", "H", "H", "H", "H"], "xyz": [[-0.526, 0.444, 0.085], [0.417, -1.678, -0.411], [-0.340, -2.355, -1.399], [-1.001, -1.396, -2.359], [-1.923, -1.844, -3.298], [-2.508, -0.925, -4.149], [-2.135, 0.411, -4.049], [-1.210, 0.761, -3.086], [-0.661, -0.118, -2.245], [1.151, -1.225, -0.853], [-1.100, -2.934, -0.876], [0.289, -3.055, -1.960], [-2.180, -2.895, -3.344], [-3.244, -1.241, -4.876], [-2.552, 1.162, -4.706], [-0.882, 1.790, -2.965], [-1.428, 0.908, 3.361], [-0.014, 0.095, 2.355], [0.070, -1.674, 3.058], [1.566, 0.926, 3.063], [1.530, 1.321, 4.405], [2.622, 1.895, 5.039], [3.803, 2.086, 4.338], [3.866, 1.703, 3.008], [2.764, 1.132, 2.355], [3.106, 0.552, 0.618], [3.511, -1.266, 0.694], [4.506, 1.505, -0.167], [-1.501, 0.519, 4.384], [-2.381, 0.713, 2.864], [-1.287, 1.991, 3.417], [0.433, -1.656, 4.090], [0.730, -2.323, 2.475], [-0.926, -2.125, 3.062], [0.618, 1.178, 4.973], [2.552, 2.194, 6.078], [4.666, 2.529, 4.820], [4.795, 1.858, 2.470], [4.372, -1.382, 1.359], [3.770, -1.694, -0.275], [2.686, -1.836, 1.126], [5.447, 1.336, 0.358], [4.300, 2.578, -0.169], [4.647, 1.187, -1.203], [1.761, 3.927, -5.409], [1.802, 3.012, -3.931], [1.416, 3.611, -2.737], [1.459, 2.832, -1.612], [-0.585, 2.783, 0.259], [1.825, 1.510, -1.578], [1.775, 0.774, -0.424], [2.213, 0.950, -2.794], [2.705, -0.714, -2.860], [2.204, 1.687, -3.969], [1.099, 4.646, -2.709], [2.505, 1.230, -4.900], [-3.569, 4.233, -0.004], [-3.567, 2.831, 0.452], [-4.397, 2.646, 1.661], [-3.903, 1.886, -0.664], [-3.826, 0.463, -0.195], [-5.035, -0.225, -0.038], [-5.056, -1.517, 0.453], [-3.848, -2.111, 0.796], [-2.662, -1.408, 0.639], [-2.582, -0.093, 0.130], [-3.198, 4.870, 0.796], [-4.583, 4.525, -0.275], [-2.908, 4.323, -0.862], [-2.568, 2.614, 0.697], [-5.419, 2.957, 1.448], [-3.981, 3.251, 2.464], [-4.380, 1.599, 1.946], [-3.167, 2.081, -1.445], [-4.898, 2.147, -1.030], [-5.970, 0.264, -0.297], [-5.994, -2.044, 0.581], [-3.835, -3.122, 1.190], [-1.745, -1.910, 0.933]], "mulliken_spin": [-0.01, 0.00, 0.00, 0.00, 0.00, 0.00, 0.00, 0.00, 0.00, 0.00, 0.00, 0.00, 0.00, 0.00, 0.00, 0.01, 0.00, -0.01, 0.00, 0.00, 0.00, 0.00, 0.00, 0.00, 0.00, 0.00, 0.00, 0.00, 0.00, 0.00, 0.00, 0.00, 0.00, 0.00, 0.00, 0.00, 0.00, 0.00, 0.00, 0.00, 0.00, 0.00, 0.00, 0.00, 0.01, 0.02, -0.05, 0.78, 0.07, 0.03, 0.08, 0.03, 0.02, -0.02, 0.03, 0.00, 0.00, 0.00, 0.00, 0.00, 0.00, 0.00, 0.00, 0.00, 0.00, 0.00, 0.00, 0.00, 0.00, 0.01, 0.00, 0.00, 0.00, 0.00, 0.00, 0.00, 0.00, 0.00, 0.00], "gap_ha": [0.2611, 0.2303], "homo_ev": [-6.705, -6.707], "spin_multiplicity": 2, "s_squared": 0.76, "e_lumo_ev": [0.40, -0.44]}

***

3.
{"formula": "C2H2N6", "method": "the ωB97M-V functional and the def2-TZVPD basis", "elements": ["H", "N", "C", "N", "C", "N", "N", "N", "N", "H"], "xyz": [[0.092, 0.046, 2.587], [0.819, -0.282, 1.942], [0.337, -0.479, 0.812], [-0.954, -0.483, 0.335], [-1.195, 0.218, -0.692], [-0.326, 1.109, -1.226], [0.872, 0.926, -1.394], [1.402, -0.351, -1.188], [1.203, -1.043, -0.189], [-2.250, 0.340, -0.989]], "nbo_charge": [0.36, -0.58, 0.44, -0.41, 0.24, -0.20, 0.04, 0.00, -0.10, 0.21], "gap_ha": 0.3028, "homo_ev": -9.699, "smiles": "[H]/N=c1\\ncnnnn1", "spin_multiplicity": 1, "e_lumo_ev": -1.46}

***

4.
{"formula": "C30H36CrF3IN3O2P", "method": "the ωB97M-V functional and the def2-TZVPD basis", "elements": ["Cr", "C", "C", "C", "C", "C", "C", "C", "C", "C", "C", "H", "H", "H", "H", "H", "H", "H", "H", "H", "H", "H", "H", "H", "H", "H", "N", "C", "C", "C", "C", "N", "C", "C", "H", "H", "H", "H", "F", "C", "F", "F", "C", "C", "C", "C", "C", "C", "C", "C", "H", "H", "H", "H", "C", "P", "C", "C", "O", "H", "H", "H", "H", "H", "H", "H", "H", "H", "N", "C", "O", "C", "I", "H", "H", "H", "H"], "xyz": [[0.151, 0.059, 0.233], [0.863, -0.881, 2.373], [-0.152, -1.634, 1.753], [0.315, -2.048, 0.473], [1.656, -1.598, 0.348], [1.989, -0.915, 1.536], [3.347, -0.457, 1.948], [2.560, -1.967, -0.784], [-0.317, -3.071, -0.419], [-1.433, -2.073, 2.389], [0.802, -0.235, 3.724], [3.314, 0.444, 2.560], [3.998, -0.283, 1.097], [3.818, -1.237, 2.553], [2.067, -1.816, -1.744], [2.855, -3.017, -0.714], [3.472, -1.370, -0.792], [-0.087, -2.880, -1.467], [-1.402, -3.101, -0.319], [0.052, -4.069, -0.167], [-2.125, -2.495, 1.662], [-1.948, -1.274, 2.920], [-1.225, -2.851, 3.127], [1.024, 0.835, 3.685], [1.531, -0.683, 4.403], [-0.181, -0.351, 4.180], [-7.317, -0.172, 0.488], [-6.171, -0.165, 0.447], [-4.715, -0.155, 0.396], [-3.992, 0.508, 1.376], [-2.614, 0.494, 1.279], [-1.962, -0.118, 0.286], [-2.667, -0.746, -0.655], [-4.055, -0.798, -0.632], [-4.481, 1.014, 2.195], [-1.999, 0.989, 2.019], [-2.096, -1.191, -1.456], [-4.593, -1.319, -1.410], [0.435, 0.746, -9.279], [-0.102, -0.335, -8.694], [0.571, -1.410, -9.142], [-1.362, -0.450, -9.147], [-0.061, -0.252, -7.191], [-0.640, -1.280, -6.456], [-0.622, -1.234, -5.075], [-0.021, -0.163, -4.408], [0.554, 0.859, -5.159], [0.534, 0.817, -6.547], [0.002, -0.103, -2.964], [0.049, -0.060, -1.749], [-1.104, -2.113, -6.967], [-1.068, -2.036, -4.501], [1.006, 1.701, -4.651], [0.979, 1.617, -7.122], [-2.045, 3.970, -0.332], [-0.386, 3.364, -0.151], [0.409, 3.567, -1.717], [0.421, 4.443, 1.004], [-0.416, 1.921, 0.291], [-2.048, 5.017, -0.635], [-2.577, 3.872, 0.616], [-2.558, 3.374, -1.088], [0.463, 4.620, -2.000], [-0.147, 3.008, -2.472], [1.411, 3.146, -1.670], [0.251, 5.488, 0.742], [1.491, 4.248, 0.988], [0.033, 4.257, 2.007], [3.684, 3.000, 1.098], [3.290, 2.088, 0.174], [2.251, 1.460, 0.294], [4.290, 1.875, -0.944], [3.477, 1.385, -2.821], [3.173, 3.050, 1.964], [4.587, 3.440, 1.047], [4.914, 1.028, -0.660], [4.925, 2.746, -1.080]], "mulliken_spin": [1.14, -0.02, 0.02, -0.10, -0.08, 0.07, 0.01, 0.01, 0.01, 0.00, 0.00, 0.00, 0.00, 0.00, 0.00, 0.00, 0.00, 0.00, 0.00, 0.00, 0.00, 0.00, 0.00, 0.00, 0.00, 0.00, 0.00, 0.00, 0.00, 0.00, 0.01, -0.04, 0.02, 0.00, 0.00, 0.00, 0.00, 0.00, 0.00, 0.00, 0.00, 0.00, 0.00, 0.00, 0.01, 0.00, 0.01, 0.00, 0.03, -0.05, 0.00, 0.00, 0.00, 0.00, 0.00, 0.01, 0.00, 0.00, -0.04, 0.00, 0.00, 0.00, 0.00, 0.00, 0.00, 0.00, 0.00, 0.00, 0.00, 0.00, -0.01, 0.00, 0.00, 0.00, 0.00, 0.00, 0.00], "gap_ha": [0.2756, 0.2715], "homo_ev": [-10.530, -10.425], "charge": 1, "spin_multiplicity": 2, "s_squared": 0.77, "e_lumo_ev": [-3.03, -3.04]}

***

Values for relative energy (zero: lowest compared OMol25 entry of this formula, charge and spin), kcal/mol, ordered as above
48.7 0.0 42.9 0.0